Record 1
{
  "formula": "C15H22N2O5S",
  "method": "the ωB97M-V functional and the def2-TZVPD basis",
  "elements": ["C", "C", "C", "N", "S", "O", "O", "C", "C", "C", "C", "O", "C", "C", "O", "N", "C", "C", "O", "C", "C", "C", "C", "H", "H", "H", "H", "H", "H", "H", "H", "H", "H", "H", "H", "H", "H", "H", "H", "H", "H", "H", "H", "H", "H"],
  "xyz": [[-4.80872, -2.66208, -0.17978], [-3.91696, -1.93028, 0.81694], [-2.57361, -1.51953, 0.20860], [-2.66753, -0.53709, -0.85038], [-2.89627, 1.05706, -0.38485], [-3.72138, 1.16765, 0.78665], [-3.28894, 1.75874, -1.56994], [-1.21401, 1.44246, 0.05300], [-0.27137, 1.51401, -0.95161], [1.06951, 1.64698, -0.63560], [1.45652, 1.68506, 0.70325], [2.74443, 1.69159, 1.13935], [3.78697, 1.49674, 0.20489], [3.65408, 0.27617, -0.71704], [3.90419, 0.39592, -1.90286], [3.27442, -0.89815, -0.17998], [3.02966, -1.22098, 1.20853], [1.58884, -1.73298, 1.36220], [1.33713, -2.82498, 0.51067], [1.55785, -2.47740, -0.83885], [3.00429, -2.02499, -1.05514], [0.48524, 1.67475, 1.71004], [-0.84885, 1.54860, 1.38244], [-4.29691, -3.53337, -0.58510], [-5.72081, -2.99559, 0.30864], [-5.09123, -2.01016, -1.00392], [-4.41957, -1.03201, 1.17699], [-3.71764, -2.57973, 1.67153], [-1.94297, -1.07056, 0.97998], [-2.05450, -2.39727, -0.19179], [-3.30895, -0.79263, -1.58549], [-0.59945, 1.45726, -1.97672], [1.79590, 1.70052, -1.42956], [4.69585, 1.40003, 0.80710], [3.89710, 2.37067, -0.44903], [3.19067, -0.36002, 1.85219], [3.72114, -2.02261, 1.49805], [1.42126, -2.09277, 2.37849], [0.88364, -0.91730, 1.14285], [1.34384, -3.37295, -1.42342], [0.87005, -1.67037, -1.13581], [3.16860, -1.70692, -2.08465], [3.68755, -2.84441, -0.80785], [0.80833, 1.73949, 2.73689], [-1.61746, 1.51718, 2.13828]],
  "forces_ev_per_a": [[0.16, 0.09, 0.22], [0.09, -0.02, -0.16], [-0.09, -0.23, 0.57], [-0.22, 0.83, -0.08], [0.22, -0.45, -0.28], [0.33, -0.04, 0.11], [0.17, -0.04, -0.17], [-0.60, -0.11, -0.04], [0.04, 0.05, 0.00], [0.15, 0.08, 0.03], [-0.39, 0.00, 0.15], [-0.17, 0.09, 0.11], [0.21, 0.15, -0.25], [0.10, 0.12, 0.18], [0.11, 0.28, -0.22], [-0.07, -0.26, -0.01], [-0.28, -0.13, 0.37], [0.19, 0.22, 0.18], [-0.04, -0.21, 0.06], [0.28, 0.00, -0.22], [-0.34, -0.12, -0.26], [0.27, 0.06, -0.16], [-0.01, 0.04, 0.08], [-0.01, -0.12, -0.08], [-0.11, -0.04, -0.06], [-0.10, 0.01, -0.12], [0.02, -0.10, 0.10], [0.00, 0.02, 0.06], [0.11, -0.22, 0.04], [0.04, 0.10, 0.08], [-0.15, 0.19, -0.24], [0.06, -0.03, -0.19], [0.09, 0.00, -0.10], [-0.10, 0.02, -0.10], [-0.03, -0.21, 0.07], [0.02, -0.07, -0.02], [-0.05, 0.08, 0.03], [0.01, 0.10, -0.01], [0.07, -0.08, 0.04], [0.00, 0.09, -0.04], [0.05, -0.05, -0.01], [0.00, -0.09, 0.11], [-0.03, 0.02, -0.05], [0.02, 0.00, 0.13], [-0.04, -0.01, 0.15]],
  "lowdin_charge": [-0.10, -0.24, -0.25, -0.13, 0.65, -0.29, -0.29, -0.29, -0.04, 0.01, -0.27, -0.05, -0.08, -0.46, 0.06, -0.03, -0.10, -0.17, -0.13, -0.18, -0.10, 0.00, -0.05, 0.07, 0.07, 0.07, 0.09, 0.11, 0.11, 0.12, 0.10, 0.12, 0.12, 0.14, 0.14, 0.12, 0.14, 0.13, 0.11, 0.13, 0.13, 0.13, 0.14, 0.13, 0.12],
  "smiles": "CCCNS(=O)(=O)c1ccc(OCC(=O)N2CCOCC2)cc1",
  "orbital_gap_ev": 9.81,
  "e_tot_ev": -39964.374,
  "relative_energy_kcal_mol": 34.2,
  "multiplicity": 1,
  "charge": 0
}

Record 2
{
  "formula": "C6H7N3",
  "method": "the ωB97M-V functional and the def2-TZVPD basis",
  "elements": ["C", "C", "C", "C", "C", "C", "N", "N", "N", "H", "H", "H", "H", "H", "H", "H"],
  "xyz": [[0.82415, -1.39077, 1.06719], [-0.39720, -0.87221, 0.83394], [1.81543, -0.64882, 0.42161], [-0.27017, 0.19623, -0.08442], [-3.65987, -0.27083, -0.18701], [2.09564, 1.32922, -0.98173], [-1.10959, 1.02857, -0.34903], [-3.81058, -0.58063, 0.88135], [1.39806, 0.37998, -0.27024], [1.08822, -2.34301, 1.48954], [-1.31806, -1.29613, 1.06121], [2.77185, -0.94552, 0.70863], [-3.28875, 0.13806, -1.21874], [-0.98921, 1.95959, -0.69793], [1.70274, 1.98966, -1.75711], [3.14736, 1.32659, -0.91727]],
  "forces_ev_per_a": [[0.21, -0.31, -0.59], [0.85, -0.81, -1.06], [0.49, -1.23, 1.44], [2.80, 0.56, 1.37], [1.74, 2.12, -5.56], [-1.52, -0.78, 0.45], [-2.46, 2.12, -1.09], [-0.82, -1.09, 2.99], [-1.55, 1.31, -1.58], [-0.17, 0.04, 0.64], [-1.43, -0.38, 0.45], [2.04, 0.34, -0.54], [-1.22, -1.18, 2.65], [0.68, 0.04, -0.51], [-0.67, -0.50, 0.62], [1.02, -0.27, 0.33]],
  "lowdin_charge": [-0.07, -0.07, -0.17, -0.28, -0.15, 0.04, 0.16, 0.05, -0.05, 0.11, 0.06, 0.10, 0.10, 0.08, 0.05, 0.04],
  "orbital_gap_ev": [6.96, 6.96],
  "e_tot_ev": -10800.730,
  "relative_energy_kcal_mol": 108.4,
  "multiplicity": 1,
  "charge": 0
}

Record 3
{
  "formula": "C24H23FeN2O",
  "method": "the ωB97M-V functional and the def2-TZVPD basis",
  "elements": ["C", "C", "C", "C", "C", "Fe", "C", "C", "C", "C", "C", "C", "C", "C", "C", "C", "C", "C", "H", "H", "H", "H", "H", "H", "H", "H", "H", "H", "H", "H", "H", "H", "H", "C", "C", "O", "N", "C", "C", "C", "N", "C", "C", "H", "H", "H", "H", "H", "H", "H", "H"],
  "xyz": [[-2.95894, 2.24675, 1.32049], [-2.39593, 2.23486, -0.01255], [-1.59815, 3.44120, -0.17595], [-1.70124, 4.20928, 1.05507], [-2.53643, 3.46706, 1.97651], [-0.99215, 2.41474, 1.36358], [0.45345, 2.58844, 2.64352], [-0.34523, 1.35256, 2.88576], [-0.33307, 0.57476, 1.67102], [0.49766, 1.24534, 0.66878], [0.63750, 0.86737, -0.71791], [1.84372, 1.30602, -1.42490], [1.82331, 1.25340, -2.80260], [2.88814, 1.69014, -3.55555], [4.02337, 2.21185, -2.88489], [4.07445, 2.28065, -1.48287], [2.98335, 1.79440, -0.74670], [0.93201, 2.53526, 1.28647], [-3.60773, 1.47348, 1.76122], [-2.54834, 1.44809, -0.76915], [-1.03564, 3.74706, -1.07470], [-1.24972, 5.19745, 1.24122], [-2.82883, 3.79482, 2.98346], [0.65029, 3.39114, 3.36585], [-0.83567, 1.09451, 3.83559], [-0.87550, -0.34638, 1.47031], [-0.34130, 0.95118, -1.31786], [0.90411, 0.94098, -3.30572], [2.85571, 1.68240, -4.65096], [4.88772, 2.56014, -3.46684], [4.93554, 2.73822, -0.97307], [3.00812, 1.90532, 0.31454], [1.47354, 3.30888, 0.74996], [-2.15143, -6.62011, 1.04835], [-1.98082, -5.40801, 0.15580], [-2.86693, -5.00141, -0.57609], [-0.66699, -4.88468, 0.26677], [-0.18461, -3.71756, -0.36331], [1.05390, -3.15100, 0.07153], [1.29133, -1.77837, -0.21778], [0.40188, -0.97811, -0.84467], [-0.64698, -1.62720, -1.43444], [-0.97968, -2.97826, -1.24074], [-1.84648, -6.38207, 2.07001], [-3.19689, -6.94030, 1.05426], [-1.52719, -7.44425, 0.67842], [-0.12365, -5.32280, 0.96399], [1.75597, -3.74201, 0.66380], [2.17883, -1.22876, 0.13394], [-1.28784, -0.95914, -2.02404], [-1.91052, -3.43732, -1.63692]],
  "forces_ev_per_a": [[-0.78, 0.85, -0.18], [-1.45, 0.96, -1.07], [-1.34, 0.23, -0.73], [-1.38, 0.72, 0.31], [-2.25, 1.60, -0.94], [-0.24, -0.31, 0.42], [1.03, -1.83, 1.28], [1.73, 0.98, 0.56], [1.87, -0.14, -0.83], [1.17, -0.48, 2.79], [-0.27, 1.49, -2.18], [-1.88, -0.47, 2.45], [-0.12, 0.12, -2.15], [0.66, 0.38, 0.46], [0.59, 0.14, -0.69], [-0.96, -0.45, 0.13], [1.45, 0.71, -1.06], [0.43, -1.87, -0.29], [0.59, 0.47, -0.31], [0.21, 0.48, 0.65], [-0.33, -0.34, 0.73], [-0.22, -0.79, -0.10], [0.32, -0.32, -0.55], [-0.17, -0.45, -0.44], [0.18, 0.16, -0.72], [0.20, 0.22, 0.15], [1.47, 0.14, 0.66], [0.27, -0.12, 0.17], [0.01, -0.05, 0.43], [-0.41, -0.12, 0.20], [-0.40, -0.33, -0.26], [-0.02, -0.28, 0.42], [-0.13, -0.20, 0.26], [-0.19, -0.21, 0.11], [1.25, 0.46, -0.31], [0.51, -0.39, 0.60], [-2.37, -0.25, -1.59], [1.60, 1.39, 1.28], [-1.59, -1.81, -0.10], [1.16, 1.83, 0.10], [-1.12, -4.12, -0.79], [0.93, 3.15, 0.41], [-1.19, -1.59, -0.52], [0.01, -0.09, -0.01], [0.22, 0.13, -0.07], [-0.12, 0.17, 0.10], [0.77, -0.15, 0.55], [-0.26, 0.27, 0.01], [-0.40, -0.49, 0.05], [0.02, -0.26, 0.22], [0.94, 0.88, 0.39]],
  "lowdin_charge": [-0.14, -0.16, -0.15, -0.16, -0.17, 0.30, -0.15, -0.13, -0.09, -0.25, -0.14, -0.24, -0.09, -0.12, -0.15, -0.12, -0.07, -0.12, 0.12, 0.11, 0.13, 0.12, 0.11, 0.11, 0.11, 0.13, 0.12, 0.11, 0.09, 0.07, 0.09, 0.08, 0.12, -0.02, -0.48, 0.04, 0.11, -0.28, -0.08, -0.18, -0.03, -0.14, -0.09, 0.07, 0.08, 0.08, 0.11, 0.07, 0.10, 0.09, 0.08],
  "orbital_gap_ev": [3.12, 7.56],
  "e_tot_ev": -64669.476,
  "relative_energy_kcal_mol": 89.3,
  "multiplicity": 5,
  "charge": -1
}

Record 4
{
  "formula": "C4H8N2O",
  "method": "the ωB97M-V functional and the def2-TZVPD basis",
  "elements": ["O", "C", "N", "C", "C", "C", "N", "H", "H", "H", "H", "H", "H", "H", "H"],
  "xyz": [[-0.71236, -0.29670, -2.52397], [-0.07847, -0.20864, -1.49515], [0.96227, 0.79032, -1.40094], [2.18970, 0.73095, -0.91098], [-1.03037, 0.48469, 1.43290], [-0.08624, -0.62787, 0.99192], [-0.25482, -1.01538, -0.41040], [0.72929, 1.58208, -1.99538], [2.26803, -0.26243, -0.42215], [-0.83292, 1.40375, 0.87089], [-2.07743, 0.20252, 1.27993], [-0.88801, 0.70518, 2.49531], [-0.26212, -1.53407, 1.57926], [0.95102, -0.33736, 1.17249], [-1.00415, -1.67071, -0.59206]],
  "forces_ev_per_a": [[0.23, 0.07, 0.35], [-0.14, -0.22, -0.07], [0.38, 0.17, -0.04], [-0.54, -0.27, -0.05], [-0.04, 0.06, 0.00], [0.11, 0.02, 0.12], [-0.08, 0.05, -0.23], [0.02, -0.04, 0.09], [0.01, 0.14, -0.05], [-0.05, -0.12, 0.07], [0.15, 0.03, 0.00], [-0.01, -0.04, -0.13], [0.05, 0.13, -0.08], [-0.16, -0.04, -0.03], [0.09, 0.06, 0.05]],
  "lowdin_charge": [0.09, -0.53, -0.03, 0.04, -0.08, -0.24, 0.06, 0.12, 0.00, 0.07, 0.08, 0.08, 0.12, 0.09, 0.14],
  "orbital_gap_ev": 9.39,
  "e_tot_ev": -9303.568,
  "relative_energy_kcal_mol": 65.1,
  "multiplicity": 1,
  "charge": 0
}

Q: The lowest charge belongs to which entry?
A: C24H23FeN2O